Here is a 15-piece molecular cluster, C75H75N15 overall in a non-equilibrium geometry from the OMol25 dataset. Energies are from the ωB97M-V functional and the def2-TZVPD basis.

Structure (XYZ):
```
165
Properties=species:S:1:pos:R:3
N 4.720 -4.995 -0.651
C 3.834 -5.158 0.346
C 2.484 -4.780 0.318
C 2.003 -4.228 -0.897
C 2.890 -4.076 -1.964
C 4.240 -4.453 -1.771
H 4.160 -5.572 1.296
H 1.706 -4.924 1.097
H 0.925 -4.017 -0.954
H 2.602 -3.770 -2.925
H 4.904 -4.335 -2.644
N -3.188 4.872 -0.205
C -3.556 4.868 -1.521
C -2.681 4.434 -2.496
C -1.408 3.949 -2.135
C -1.024 4.000 -0.863
C -1.939 4.474 0.084
H -4.547 5.210 -1.796
H -3.134 4.437 -3.513
H -0.736 3.576 -2.924
H -0.030 3.669 -0.578
H -1.629 4.595 1.088
N 5.425 2.215 -2.482
C 5.921 0.988 -2.707
C 5.102 -0.090 -3.046
C 3.792 0.136 -3.383
C 3.285 1.407 -3.306
C 4.171 2.391 -2.862
H 6.940 0.792 -2.380
H 5.583 -1.087 -3.117
H 3.241 -0.706 -3.720
H 2.285 1.617 -3.623
H 3.766 3.411 -2.855
N 2.986 -2.747 -6.121
C 3.340 -1.857 -7.079
C 4.639 -1.619 -7.515
C 5.612 -2.364 -6.939
C 5.346 -3.311 -5.977
C 3.987 -3.503 -5.637
H 2.499 -1.387 -7.579
H 4.812 -0.896 -8.290
H 6.642 -2.182 -7.229
H 6.145 -3.939 -5.600
H 3.765 -4.147 -4.809
N 1.606 0.920 4.624
C 1.574 -0.067 3.725
C 2.731 -0.812 3.396
C 3.866 -0.709 4.243
C 3.827 0.267 5.223
C 2.667 1.056 5.374
H 0.706 -0.210 3.115
H 2.831 -1.580 2.613
H 4.735 -1.314 4.114
H 4.657 0.328 5.923
H 2.662 1.864 6.076
N 1.288 4.077 1.655
C 0.410 3.813 2.651
C -0.103 4.849 3.381
C 0.317 6.175 3.190
C 1.228 6.389 2.176
C 1.661 5.329 1.396
H 0.173 2.725 2.675
H -0.812 4.657 4.152
H -0.054 6.951 3.812
H 1.574 7.387 2.032
H 2.396 5.446 0.638
N -5.063 0.524 -3.443
C -5.433 1.517 -2.636
C -5.303 1.411 -1.258
C -4.723 0.300 -0.707
C -4.276 -0.744 -1.500
C -4.550 -0.620 -2.872
H -5.819 2.366 -3.128
H -5.681 2.215 -0.645
H -4.403 0.336 0.348
H -3.733 -1.592 -1.116
H -4.234 -1.393 -3.492
N 6.667 -1.222 1.898
C 6.751 0.090 2.051
C 5.925 1.002 1.370
C 4.927 0.469 0.500
C 4.818 -0.891 0.383
C 5.751 -1.712 1.072
H 7.545 0.498 2.643
H 6.004 2.124 1.396
H 4.249 1.065 -0.151
H 4.086 -1.328 -0.326
H 5.636 -2.773 0.972
N -2.716 1.287 2.135
C -3.401 2.462 2.258
C -3.188 3.164 3.443
C -2.451 2.609 4.484
C -1.821 1.413 4.332
C -1.966 0.817 3.113
H -4.033 2.762 1.452
H -3.647 4.145 3.660
H -2.547 3.115 5.404
H -1.348 0.946 5.209
H -1.492 -0.156 2.944
N -5.847 -2.515 3.533
C -7.138 -2.656 3.788
C -8.117 -1.619 3.655
C -7.687 -0.379 3.124
C -6.361 -0.297 2.716
C -5.483 -1.361 2.924
H -7.457 -3.599 4.221
H -9.137 -1.796 3.912
H -8.417 0.429 2.998
H -5.970 0.601 2.203
H -4.473 -1.204 2.519
N 0.358 -1.353 -1.997
C -0.852 -0.746 -2.056
C -1.104 0.324 -1.201
C -0.220 0.789 -0.279
C 1.019 0.134 -0.168
C 1.241 -0.891 -1.029
H -1.591 -1.065 -2.809
H -2.050 0.808 -1.285
H -0.513 1.555 0.363
H 1.720 0.462 0.625
H 2.115 -1.559 -0.992
N -1.165 -5.352 -5.633
C -2.169 -5.769 -4.810
C -2.357 -5.239 -3.564
C -1.462 -4.255 -3.158
C -0.355 -3.886 -3.949
C -0.288 -4.458 -5.213
H -2.775 -6.554 -5.277
H -3.223 -5.492 -2.957
H -1.598 -3.736 -2.231
H 0.315 -3.120 -3.562
H 0.532 -4.253 -5.873
N -0.169 1.211 -4.606
C -1.480 1.268 -4.907
C -2.086 0.200 -5.664
C -1.335 -0.883 -6.037
C -0.017 -0.963 -5.594
C 0.529 0.144 -4.991
H -2.028 2.042 -4.476
H -3.126 0.175 -5.950
H -1.832 -1.682 -6.596
H 0.664 -1.799 -5.695
H 1.599 0.137 -4.869
N -1.187 5.212 6.712
C -2.211 4.753 7.469
C -2.335 3.484 8.023
C -1.282 2.588 7.745
C -0.213 3.023 7.036
C -0.196 4.321 6.523
H -3.020 5.405 7.580
H -3.164 3.186 8.622
H -1.274 1.586 8.146
H 0.548 2.291 6.806
H 0.614 4.725 5.921
N -0.095 -3.259 1.521
C -0.342 -3.865 2.668
C -1.576 -3.766 3.357
C -2.568 -3.073 2.672
C -2.385 -2.513 1.447
C -1.118 -2.679 0.900
H 0.516 -4.428 3.148
H -1.763 -4.179 4.343
H -3.539 -3.021 3.191
H -3.203 -1.982 0.972
H -0.771 -2.258 -0.065
```

The calculation puts the energy above the lowest of the compared OMol25 structures with the same formula, charge and spin at 33.7 kcal/mol. Its multiplicity is 1.

Here is C76H72BBrCl3N4O19S as an isolated structure in a non-equilibrium geometry from the OMol25 dataset. Energies are from the ωB97M-V functional and the def2-TZVPD basis.

Structure (XYZ):
```
177
Properties=species:S:1:pos:R:3
C -4.065 4.616 2.389
C -2.919 4.184 2.225
N -1.600 3.750 1.597
C -0.893 5.088 1.692
C 0.615 5.290 1.458
C 1.294 5.680 0.145
C 2.782 5.928 0.025
C 3.685 5.825 1.226
C 3.053 5.475 2.547
C 1.582 5.232 2.646
C -1.091 2.801 2.663
Cl -2.349 2.371 3.966
C -0.427 1.415 2.262
Br -1.870 -0.003 2.584
C 0.678 0.849 3.300
C 1.748 1.856 3.824
N 3.016 1.569 3.726
C -0.036 1.229 0.711
C 1.530 1.232 0.603
Cl 2.631 2.677 0.713
C 2.257 0.059 0.372
C 1.619 -1.371 0.174
Cl 4.088 0.068 0.217
C -0.885 2.057 -0.370
C 0.083 2.563 -1.525
S 0.837 1.131 -2.503
C 1.194 1.726 -4.218
C -0.077 2.297 -4.998
B -1.871 1.031 -1.231
N -2.363 1.371 -2.632
O -2.436 -0.187 -0.724
C -1.918 3.179 0.230
N -3.205 2.498 0.310
C -2.150 4.301 -0.908
C -3.320 5.333 -0.741
C -3.152 6.405 -1.948
C -4.188 7.602 -1.828
O -3.518 8.883 -2.075
C -2.939 8.882 -3.376
C -1.345 8.789 -3.520
O -3.577 8.909 -4.411
H -4.987 4.920 2.968
H -1.065 5.420 2.780
H -1.421 5.942 1.143
H 0.689 5.810 -0.794
H 3.189 6.225 -0.999
H 4.782 6.045 1.091
H 3.735 5.405 3.449
H 1.129 4.997 3.655
H -0.346 3.395 3.292
H 0.104 0.510 4.235
H 1.158 -0.115 2.920
H 1.477 2.821 4.346
H 3.589 2.323 4.148
H -0.319 0.140 0.501
H 2.366 -2.086 -0.309
H 0.794 -1.248 -0.614
H 1.169 -1.824 1.106
H 0.876 3.306 -1.215
H -0.443 3.067 -2.407
H 2.053 2.460 -4.155
H 1.562 0.822 -4.814
H 0.243 2.501 -6.074
H -0.352 3.292 -4.533
H -0.971 1.602 -4.963
H -2.337 0.447 -3.106
H -3.370 1.552 -2.493
H -3.287 -0.048 -0.274
H -3.973 2.819 -0.259
H -3.396 1.841 1.052
H -2.334 3.822 -1.932
H -1.183 4.888 -1.038
H -3.362 5.950 0.198
H -4.318 4.820 -0.956
H -3.116 5.907 -2.966
H -2.103 6.841 -1.784
H -4.693 7.673 -0.820
H -4.981 7.441 -2.635
H -0.804 9.115 -2.581
H -0.963 9.444 -4.367
H -1.010 7.727 -3.769
C -0.791 -4.726 1.007
C -1.526 -5.627 0.358
C -0.895 -6.739 -0.388
O -1.568 -7.562 -0.985
C 0.583 -6.812 -0.384
C 1.319 -5.909 0.266
C 0.687 -4.800 1.011
O 1.358 -3.975 1.605
H -1.235 -3.905 1.557
H -2.609 -5.589 0.345
H 1.028 -7.637 -0.938
H 2.402 -5.946 0.280
C -8.894 5.229 -0.069
C -9.870 6.047 0.321
C -9.575 7.400 0.845
O -10.462 8.145 1.203
C -8.153 7.808 0.916
C -7.178 6.989 0.525
C -7.474 5.637 0.002
O -6.582 4.886 -0.358
H -9.091 4.236 -0.454
H -10.914 5.764 0.275
H -7.955 8.800 1.301
H -6.134 7.271 0.572
C 3.016 1.032 7.090
C 3.477 0.122 7.947
C 3.468 0.370 9.407
O 3.888 -0.456 10.189
C 2.925 1.666 9.874
C 2.466 2.575 9.014
C 2.479 2.324 7.556
O 2.062 3.151 6.765
H 3.012 0.870 6.020
H 3.874 -0.831 7.621
H 2.925 1.832 10.944
H 2.068 3.528 9.337
C -0.737 -10.188 -1.870
C -1.472 -11.090 -2.520
C -0.841 -12.201 -3.266
O -1.510 -13.022 -3.860
C 0.637 -12.272 -3.261
C 1.372 -11.371 -2.612
C 0.741 -10.261 -1.866
O 1.413 -9.436 -1.269
H -1.182 -9.364 -1.317
H -2.554 -11.052 -2.532
H 1.082 -13.092 -3.812
H 2.454 -11.408 -2.599
C -2.350 -5.089 -6.235
C -1.991 -3.837 -5.955
C -1.368 -3.488 -4.659
O -1.042 -2.343 -4.402
C -1.159 -4.583 -3.687
C -1.518 -5.836 -3.966
C -2.141 -6.185 -5.262
O -2.467 -7.326 -5.518
H -2.808 -5.362 -7.178
H -2.136 -3.024 -6.656
H -0.701 -4.309 -2.743
H -1.372 -6.648 -3.264
C 6.226 5.015 -5.041
C 5.704 5.262 -3.840
C 4.616 6.248 -3.665
O 4.140 6.475 -2.566
C 4.128 6.949 -4.872
C 4.649 6.704 -6.073
C 5.738 5.717 -6.250
O 6.211 5.491 -7.344
H 7.023 4.298 -5.189
H 6.048 4.758 -2.946
H 3.331 7.667 -4.723
H 4.304 7.209 -6.967
C 0.941 -12.928 2.678
C 0.441 -12.702 3.892
C -0.628 -11.701 4.108
O -1.083 -11.493 5.215
C -1.121 -10.964 2.924
C -0.621 -11.190 1.710
C 0.447 -12.190 1.494
O 0.903 -12.398 0.386
H 1.723 -13.655 2.501
H 0.790 -13.233 4.769
H -1.904 -10.236 3.100
H -0.970 -10.659 0.833
C 5.490 -3.078 2.689
C 4.764 -3.982 2.041
C 5.400 -5.091 1.298
O 4.732 -5.917 0.703
C 6.878 -5.157 1.306
C 7.608 -4.249 1.956
C 6.968 -3.138 2.698
O 7.631 -2.311 3.291
H 5.036 -2.260 3.235
H 3.684 -3.946 2.028
H 7.328 -5.975 0.758
H 8.690 -4.281 1.971
```

The value obtained for the total energy is -8964.584143 Eh. Its multiplicity is 1. Its total charge is +1.